C4HCl3O in the gas phase, computed with ωB97M-V/def2-TZVPD.

Frontier orbital gap, eV: 10.0
LUMO level, eV: -0.5067
Relative energy (zero: lowest compared OMol25 entry of this formula, charge and spin), kcal per mole: 3.9
Total charge: 0

Positions of all 9 atoms, in Å:
Cl1 -1.550 -0.683 1.704
Cl2 -1.580 2.086 1.175
Cl3 -1.967 0.185 -1.110
O1 1.110 1.407 0.845
C1 1.112 -0.489 -0.538
C2 1.576 -1.497 -1.036
C3 -1.180 0.575 0.396
C4 0.579 0.572 0.276
H1 1.900 -2.155 -1.712

Atom charges from the Löwdin analysis, given in e for atoms 1 to 6:
1 Cl 0.494
2 Cl 0.614
3 Cl 0.611
4 O 0.132
5 C -0.040
6 C 0.201

=====

C4HClO3 in the gas phase, computed with ωB97M-V/def2-TZVPD.

Frontier orbital gap, eV: 9.9
LUMO level, eV: -1.2750
Relative energy (zero: lowest compared OMol25 entry of this formula, charge and spin), kcal per mole: 0.0
Total charge: 0

Positions of all 9 atoms, in Å:
Cl1 1.382 -1.332 -1.813
O1 0.111 0.558 1.368
O2 2.179 -0.314 1.100
O3 -2.033 1.142 0.970
C1 -0.747 -0.014 -0.708
C2 0.498 -0.479 -0.655
C3 -1.036 0.624 0.595
C4 1.101 -0.097 0.662
H1 -1.454 -0.089 -1.519

Atom charges from the Löwdin analysis, given in e for atoms 1 to 6:
1 Cl 0.786
2 O 0.142
3 O 0.185
4 O 0.185
5 C 0.046
6 C -0.598

=====

A molecular structure, C4HLiO2Pt, computed with ωB97M-V/def2-TZVPD.

2S+1: 4
Frontier orbital gap (alpha / beta), eV: 7.7 / 6.0
LUMO level (alpha / beta), eV: -4.9106 / -6.6474
Total charge: +1

Positions of all 9 atoms, in Å:
Pt1 -0.925 -0.859 1.195
O1 0.873 0.184 1.676
O2 -1.175 -2.182 -2.528
C1 0.386 0.441 -0.588
C2 -0.492 -0.662 -0.703
C3 -0.872 -1.403 -1.707
C4 0.979 0.937 0.568
Li1 0.806 1.775 2.698
H1 0.421 1.768 -0.610

Atom charges from the Löwdin analysis, given in e for atoms 1 to 6:
1 Pt 0.923
2 O -0.382
3 O 0.253
4 C -0.130
5 C -0.333
6 C -0.133

=====

A molecular structure, C4HLiO4Tm, computed with ωB97M-V/def2-TZVPD.

2S+1: 3
Frontier orbital gap (alpha / beta), eV: 5.8 / 4.0
LUMO level (alpha / beta), eV: -15.8805 / -17.6631
Total charge: +3

Positions of all 11 atoms, in Å:
Tm1 -1.398 -0.595 3.371
O1 1.645 -0.182 0.719
O2 0.632 -1.132 2.468
O3 -1.866 -0.172 -1.898
O4 -0.469 0.241 1.165
C1 1.358 0.850 -0.185
C2 0.539 -0.507 1.405
C3 -2.231 -0.893 -2.690
C4 1.401 0.559 -1.373
Li1 -1.060 1.184 -0.535
H1 1.448 0.647 -2.447

Atom charges from the Löwdin analysis, given in e for atoms 1 to 6:
1 Tm 2.464
2 O 0.148
3 O 0.006
4 O -0.041
5 O -0.151
6 C -0.079

=====

A molecular structure, C4HLiO4V, computed with ωB97M-V/def2-TZVPD.

2S+1: 4
Frontier orbital gap (alpha / beta), eV: 7.5 / 8.0
LUMO level (alpha / beta), eV: -10.9545 / -10.4539
Relative energy (zero: lowest compared OMol25 entry of this formula, charge and spin), kcal per mole: 35.4
Total charge: +2

Positions of all 11 atoms, in Å:
V1 2.871 0.410 0.100
O1 -0.888 2.890 -0.024
O2 0.960 0.333 0.645
O3 0.411 -0.850 -1.148
O4 1.739 -1.750 0.295
C1 -0.484 3.914 -0.286
C2 -0.916 -1.027 -0.851
C3 -1.315 -1.838 0.018
C4 1.030 -0.772 0.050
Li1 -1.309 0.918 0.553
H1 -2.099 -2.228 0.649

Atom charges from the Löwdin analysis, given in e for atoms 1 to 6:
1 V 1.566
2 O -0.028
3 O -0.077
4 O 0.037
5 O 0.182
6 C 0.119

=====

C4HN2P in the gas phase, computed with ωB97M-V/def2-TZVPD.

Frontier orbital gap, eV: 10.2
LUMO level, eV: -0.7202
Relative energy (zero: lowest compared OMol25 entry of this formula, charge and spin), kcal per mole: 1.5
Total charge: 0

Positions of all 8 atoms, in Å:
P1 -1.052 0.181 -1.164
N1 -2.424 0.229 1.429
N2 2.476 1.454 0.778
C1 1.622 0.948 0.195
C2 0.165 -1.045 -0.568
C3 -1.938 0.112 0.404
C4 0.588 0.175 -0.352
H1 0.563 -2.055 -0.722

Atom charges from the Löwdin analysis, given in e for atoms 1 to 6:
1 P 0.967
2 N 0.086
3 N 0.173
4 C -0.201
5 C -0.194
6 C -0.482

=====

C4HN3O in the gas phase, computed with ωB97M-V/def2-TZVPD.

Frontier orbital gap, eV: 8.7
LUMO level, eV: -2.8029
Relative energy (zero: lowest compared OMol25 entry of this formula, charge and spin), kcal per mole: 41.1
Total charge: 0

Positions of all 9 atoms, in Å:
O1 1.242 -1.867 -1.811
N1 0.454 -1.569 0.326
N2 0.772 0.516 -1.132
N3 -1.621 2.577 0.631
C1 -0.130 0.671 -0.112
C2 -0.220 -0.571 0.780
C3 -0.965 1.736 0.201
C4 0.872 -1.052 -0.915
H1 -0.402 -0.440 2.031

Atom charges from the Löwdin analysis, given in e for atoms 1 to 6:
1 O 0.096
2 N 0.144
3 N 0.241
4 N 0.210
5 C -0.262
6 C -0.064

=====

C4HNO4 in the gas phase, computed with ωB97M-V/def2-TZVPD.

Frontier orbital gap, eV: 10.4
LUMO level, eV: -0.1914
Relative energy (zero: lowest compared OMol25 entry of this formula, charge and spin), kcal per mole: 26.8
Total charge: 0

Positions of all 10 atoms, in Å:
O1 -0.736 -0.607 -2.142
O2 1.326 0.185 0.944
O3 -0.241 -2.811 0.090
O4 0.348 2.031 1.600
N1 1.182 -0.969 0.246
C1 -0.608 0.994 -0.283
C2 -0.636 0.109 -1.244
C3 0.363 -1.852 0.293
C4 0.338 1.128 0.818
H1 -1.336 1.792 -0.322

Atom charges from the Löwdin analysis, given in e for atoms 1 to 6:
1 O 0.239
2 O 0.057
3 O 0.226
4 O 0.144
5 N 0.118
6 C 0.022

=====

C4I2O2 in the gas phase, computed with ωB97M-V/def2-TZVPD.

Frontier orbital gap, eV: 7.6
LUMO level, eV: -0.9983
Relative energy (zero: lowest compared OMol25 entry of this formula, charge and spin), kcal per mole: 70.4
Total charge: 0

Positions of all 8 atoms, in Å:
I1 -3.731 -0.884 0.240
I2 3.129 -1.209 0.152
O1 -1.029 -0.256 -0.698
O2 1.022 2.092 1.088
C1 1.342 -0.076 0.072
C2 0.098 -0.580 -0.388
C3 1.337 1.099 0.663
C4 -2.169 -0.187 -1.129

Atom charges from the Löwdin analysis, given in e for atoms 1 to 6:
1 I 0.600
2 I 0.866
3 O -0.176
4 O 0.271
5 C -0.742
6 C -0.088

=====

C4N4O in the gas phase, computed with ωB97M-V/def2-TZVPD.

Frontier orbital gap, eV: 10.4
LUMO level, eV: -1.1687
Relative energy (zero: lowest compared OMol25 entry of this formula, charge and spin), kcal per mole: 21.7
Total charge: 0

Positions of all 9 atoms, in Å:
O1 1.330 0.681 0.161
N1 -1.655 2.712 -0.097
N2 1.006 -1.989 -1.791
N3 0.089 0.930 -0.503
N4 -0.772 -1.576 2.101
C1 0.380 -0.373 0.109
C2 -0.263 -1.004 1.226
C3 -0.844 1.885 -0.227
C4 0.729 -1.264 -0.980

Atom charges from the Löwdin analysis, given in e for atoms 1 to 6:
1 O 0.103
2 N 0.185
3 N 0.228
4 N 0.039
5 N 0.230
6 C -0.382

=====

6 unconnected molecules or ions with the total composition C50H109BN8O7P2, computed with ωB97M-V/def2-TZVPD.

Frontier orbital gap, eV: 8.4
LUMO level, eV: 0.3435
Relative energy (zero: lowest compared OMol25 entry of this formula, charge and spin), kcal per mole: 0.0
Total charge: 0

Positions of all 177 atoms, in Å:
P1 -3.752 2.608 -4.793
P2 -1.061 1.180 -5.766
O1 -1.222 3.324 -0.255
O2 -7.833 -0.940 0.050
O3 0.626 3.148 0.950
O4 -5.686 0.322 -4.536
O5 -4.591 2.425 -5.994
O6 -0.345 -1.027 -3.453
O7 -1.880 0.831 -7.163
N1 -1.150 -5.591 -0.939
N2 -1.846 0.254 -2.261
N3 5.762 6.152 0.438
N4 -6.722 1.398 -1.212
N5 -5.688 -5.187 -1.789
N6 2.916 2.401 5.245
N7 9.619 -0.037 5.329
N8 0.329 0.222 -5.848
C1 -1.021 -4.387 -0.141
C2 -1.521 -3.158 -0.880
C3 -4.443 -5.701 -2.339
C4 -4.222 -7.218 -2.356
C5 0.974 -5.296 -2.344
C6 10.466 0.521 3.058
C7 -4.578 2.625 -1.075
C8 3.458 2.397 2.747
C9 0.472 -7.071 0.391
C10 -1.209 1.912 1.732
C11 -3.317 1.042 -3.880
C12 -1.270 -0.272 -3.383
C13 3.347 4.848 5.355
C14 -5.823 -5.286 -0.346
C15 11.377 1.495 6.395
C16 6.054 5.524 1.714
C17 6.739 4.151 1.711
C18 -0.504 2.839 0.800
C19 3.315 1.084 5.709
C20 3.858 3.440 5.619
C21 4.683 5.546 -0.325
C22 -2.161 0.241 -4.544
C23 -8.835 -0.806 -0.909
C24 -2.578 -1.064 -5.282
C25 -8.144 1.628 -1.492
C26 -10.937 -0.626 -2.736
C27 10.928 0.096 5.944
C28 -1.783 2.686 -2.570
C29 -0.927 -6.811 -0.182
C30 -0.538 -5.548 -2.256
C31 -9.708 -1.882 -1.085
C32 -6.858 -5.571 -2.557
C33 -5.878 2.434 -1.841
C34 -3.606 1.467 -1.264
C35 -4.649 -1.211 -2.831
C36 4.969 4.229 -1.062
C37 -0.702 2.854 -1.521
C38 -6.153 -6.659 0.257
C39 -10.759 -1.786 -1.994
C40 6.953 6.494 -0.315
C41 8.121 1.349 6.879
C42 -8.992 0.382 -1.631
C43 2.426 2.471 3.879
C44 -8.126 -4.839 -2.142
C45 9.407 0.747 4.126
C46 -2.681 1.438 -2.490
C47 4.600 0.479 5.131
C48 8.484 0.004 6.235
C49 6.675 7.367 -1.529
C50 -10.061 0.441 -2.539
B1 -4.588 0.061 -3.786
H1 3.423 1.141 6.797
H2 -2.566 -3.295 -1.170
H3 0.419 -7.870 1.133
H4 -1.217 -7.660 -0.808
H5 1.059 0.693 -6.361
H6 -8.557 2.220 -0.674
H7 1.301 -4.518 -1.653
H8 10.215 1.099 2.168
H9 -4.190 0.557 -1.187
H10 -11.441 -2.613 -2.117
H11 4.050 3.342 6.691
H12 -3.382 -7.454 -3.014
H13 5.426 1.191 5.118
H14 -9.555 -2.761 -0.482
H15 4.336 6.278 -1.057
H16 10.519 -0.531 2.776
H17 -6.490 0.525 -1.667
H18 -8.950 -5.137 -2.792
H19 -8.000 -3.759 -2.227
H20 3.768 1.373 2.542
H21 7.514 5.604 -0.646
H22 -7.085 -1.388 -0.353
H23 3.834 5.401 0.347
H24 4.081 5.574 5.705
H25 -3.967 -7.604 -1.370
H26 -5.091 -2.064 -3.343
H27 2.410 5.029 5.884
H28 6.046 3.354 1.447
H29 11.126 2.263 5.663
H30 7.616 7.626 -2.015
H31 -6.541 -6.532 1.270
H32 4.350 2.989 2.962
H33 1.233 -4.965 -3.351
H34 0.010 -4.209 0.206
H35 1.863 3.399 3.767
H36 7.593 4.105 1.034
H37 -4.158 3.605 -1.285
H38 6.683 6.216 2.284
H39 -6.409 -0.249 -4.255
H40 -5.090 -7.763 -2.729
H41 -4.365 -5.335 -3.369
H42 -4.326 3.460 -3.831
H43 -5.211 -1.005 -1.922
H44 4.455 0.098 4.121
H45 -4.855 2.640 -0.024
H46 -1.465 -2.288 -0.220
H47 5.120 5.451 2.280
H48 -1.044 -4.773 -2.838
H49 1.174 -7.398 -0.375
H50 2.487 0.389 5.540
H51 -1.711 -1.451 -5.807
H52 -2.560 3.258 -5.135
H53 8.798 1.606 7.692
H54 -2.376 3.598 -2.535
H55 5.941 4.238 -1.558
H56 -0.941 -2.920 -1.771
H57 0.887 -6.194 0.887
H58 9.344 1.828 4.331
H59 4.913 -0.370 5.745
H60 -1.658 1.071 1.218
H61 -3.611 -5.238 -1.804
H62 4.213 4.068 -1.833
H63 -5.728 2.168 -2.889
H64 -2.874 -1.857 -4.604
H65 -0.465 1.517 2.411
H66 -6.657 -5.333 -3.606
H67 7.113 3.928 2.714
H68 -10.204 1.342 -3.115
H69 -5.275 -7.297 0.330
H70 -1.955 2.455 2.302
H71 -2.942 1.470 -0.410
H72 -6.596 -4.581 -0.030
H73 8.642 -0.734 7.027
H74 -1.628 -4.512 0.760
H75 6.058 6.859 -2.270
H76 -4.901 -4.909 0.104
H77 10.971 -0.587 6.796
H78 1.684 1.681 3.736
H79 6.176 8.292 -1.238
H80 -1.217 0.612 -7.827
H81 0.206 -0.727 -6.189
H82 -0.029 3.620 -1.897
H83 12.461 1.509 6.524
H84 3.187 5.037 4.293
H85 -7.052 -6.655 -2.519
H86 -0.081 1.973 -1.391
H87 -1.252 2.707 -3.518
H88 -1.639 -6.809 0.651
H89 10.940 1.779 7.351
H90 3.020 2.787 1.827
H91 -6.914 -7.188 -0.318
H92 -11.740 -0.526 -3.447
H93 1.553 -6.197 -2.145
H94 -8.422 -5.074 -1.119
H95 -0.778 -6.482 -2.770
H96 7.119 1.287 7.311
H97 -3.662 -1.520 -2.506
H98 8.112 2.168 6.160
H99 11.456 0.843 3.383
H100 7.611 -0.355 5.682
H101 4.834 3.325 5.119
H102 -1.371 0.183 -1.375
H103 -3.330 -0.886 -6.042
H104 -8.288 2.201 -2.408
H105 11.670 -0.288 5.242
H106 -6.414 3.379 -1.851
H107 7.620 7.044 0.354
H108 8.438 0.457 3.710
H109 4.932 3.369 -0.396

Atom charges from the Löwdin analysis, given in e for atoms 1 to 6:
1 P 0.747
2 P 0.861
3 O -0.016
4 O 0.027
5 O 0.148
6 O 0.158